{"formula": "CH9NO5", "method": "ωB97M-V with the def2-TZVPD basis set", "mol_weight_g_mol": 115.085, "homo_lumo_gap_ev": 10.841, "smiles": "NC(=O)O.O.O.O", "e_above_lowest_ev": 1.318, "species": ["N", "C", "O", "O", "H", "H", "H", "H", "H", "O", "H", "H", "O", "H", "H", "O"], "positions_angstrom": [[-2.175981, -0.788555, -0.117435], [-1.736234, -1.757906, -1.004836], [-2.231180, -2.973488, -0.670114], [-0.752265, -1.607775, -1.717303], [-2.881648, -1.074460, 0.524755], [-1.359799, -0.425253, 0.447484], [-1.644206, -3.503158, -1.294356], [3.214515, 2.146916, 0.989856], [2.611984, 0.670300, 0.822973], [3.191157, 1.261159, 1.433653], [0.974851, -0.615880, -0.622066], [1.290907, 0.716230, -0.810585], [1.224676, 0.043294, -0.064862], [0.627837, 2.067172, 0.635386], [-0.622966, 2.934640, 0.583222], [0.268349, 2.906761, 0.864228]], "forces_ev_per_a": [[1.4, 1.1, 0.3], [2.0, 0.4, 2.6], [1.2, -0.5, -2.7], [-1.4, -0.2, 0.0], [-0.5, -0.5, 0.2], [-1.2, -0.2, -1.3], [-1.3, 0.0, 1.0], [0.0, -1.2, 0.6], [1.5, 1.4, 1.6], [-1.2, -0.1, -2.0], [-1.4, -4.2, -2.1], [0.1, -0.5, 1.5], [0.9, 4.5, 0.1], [0.2, -1.1, 0.0], [-1.4, -0.1, -0.5], [1.1, 1.2, 0.7]]}